Below is 13 unconnected molecules or ions with the total composition C84H75F12IN2O2P in a non-equilibrium geometry, with properties calculated with the ωB97M-V functional and the def2-TZVPD basis.

Element x y z (Å)
1 H 1.267 -5.744 -6.264
2 H 0.555 -2.329 7.157
3 H -3.453 -10.496 -0.832
4 H 1.455 4.650 -11.032
5 C -3.292 -3.135 -3.671
6 H 5.039 8.416 -6.279
7 C -1.958 3.651 -1.089
8 H -4.022 -3.164 -6.386
9 C 4.862 1.506 -5.011
10 C 0.506 7.092 0.059
11 H -4.914 -3.836 -2.430
12 C -2.573 3.971 -2.294
13 C 2.326 -1.746 9.896
14 H -3.234 4.826 -2.351
15 H 3.898 -6.734 -9.488
16 C -3.124 -8.927 -4.346
17 F -1.493 -11.375 -2.262
18 C 3.603 1.043 -4.650
19 C -1.869 1.787 13.485
20 H 1.575 -0.793 -5.349
21 H -0.775 -2.374 3.081
22 H -2.710 2.603 15.276
23 F -0.597 7.237 0.828
24 H -0.880 4.009 -11.524
25 C -0.372 3.584 -10.670
26 H 2.451 -0.013 -3.177
27 H 1.421 1.508 15.487
28 C -1.822 2.202 14.808
29 C 1.639 7.822 0.359
30 C -1.502 -3.581 9.807
31 C 3.055 0.666 11.002
32 C -2.102 -1.789 -0.452
33 C -0.883 1.812 -2.145
34 H 4.141 -2.539 10.694
35 C 1.861 0.557 10.303
36 C 4.399 7.557 -6.127
37 H -1.362 8.343 4.311
38 N -2.696 -2.834 -4.832
39 H -2.138 4.256 -0.211
40 H -2.631 -5.331 9.291
41 C -4.265 -9.069 -2.232
42 H -1.605 -1.372 -7.817
43 C 1.956 -5.436 -7.040
44 H -1.416 -10.228 -4.571
45 C 0.498 1.583 14.927
46 C 4.431 6.833 -4.945
47 H 1.569 5.381 -2.633
48 H 5.102 7.134 -4.151
49 C 3.516 -1.663 10.589
50 C 3.434 0.342 -3.462
51 C 2.743 6.782 -1.511
52 C -1.298 4.633 5.384
53 C -1.109 2.558 -1.009
54 C -3.612 -4.172 10.800
55 C -0.852 6.338 3.742
56 C -0.240 -1.902 3.895
57 C 2.243 -4.089 -7.214
58 H 4.395 -4.320 -9.818
59 C 3.528 7.166 -7.125
60 H 4.814 -0.358 11.683
61 H -3.128 -3.520 -1.011
62 C 0.392 -0.692 3.700
63 H 1.664 -0.154 6.765
64 C 5.761 0.572 -3.009
65 H 1.213 1.415 10.197
66 H -2.221 7.675 6.548
67 C -0.727 1.269 12.909
68 C 3.431 -5.993 -8.854
69 H -0.622 2.288 -0.080
70 C -2.336 3.199 -3.424
71 C -0.588 -1.362 -7.416
72 N -2.674 -2.415 -2.723
73 H -2.778 1.862 12.904
74 C 0.922 2.504 -8.498
75 P -0.549 -0.925 -5.635
76 C -1.347 7.303 4.610
77 C 2.695 6.074 -6.979
78 C -4.422 -4.060 -3.374
79 H 3.621 6.658 -2.128
80 H -0.449 4.250 3.455
81 H -0.866 1.407 -8.112
82 C -1.790 5.609 6.227
83 F 6.815 0.343 -2.209
84 C 2.550 -6.389 -7.856
85 C 0.464 6.213 -1.002
86 H 2.615 3.679 -9.057
87 C -2.221 -9.894 -3.930
88 I -6.311 -5.957 -4.976
89 H -5.057 -8.745 -1.570
90 H -0.604 -1.770 10.524
91 C 0.940 3.946 -10.393
92 H 3.342 1.612 11.441
93 C -1.724 -1.874 -4.614
94 H -0.843 -5.121 -5.461
95 H -0.177 -2.354 -7.629
96 C -1.825 6.939 5.861
97 O 0.932 -1.486 -5.140
98 H -4.845 -7.751 -3.830
99 C -0.639 2.103 15.529
100 C -0.378 2.125 -8.757
101 C 3.119 -3.720 -8.215
102 H 6.938 1.632 -4.442
103 C 0.458 1.157 13.607
104 F 3.488 7.868 -8.272
105 H -2.036 -6.354 -4.734
106 H -2.814 3.447 -4.362
107 H 2.754 1.234 -5.298
108 F -4.537 -2.760 12.436
109 H 4.411 -0.451 -1.708
110 H 4.995 2.049 -5.937
111 C -1.711 -1.626 -3.276
112 F -2.248 5.251 7.442
113 H 1.331 0.740 13.124
114 C 5.950 1.274 -4.185
115 H -2.292 -3.079 -6.903
116 C 3.882 -0.443 11.141
117 H -0.486 6.624 2.769
118 H -2.052 2.396 -10.066
119 H -4.461 -4.835 10.901
120 C 1.134 -0.645 5.960
121 C -2.362 -10.437 -2.667
122 C -1.857 -5.506 -5.387
123 H -1.254 1.496 -4.217
124 C -2.585 -4.443 9.908
125 C 3.606 5.729 -4.780
126 H 1.802 -3.329 -6.582
127 H -0.654 -1.009 1.104
128 H -3.032 -8.499 -5.337
129 H 3.634 5.160 -3.859
130 C 3.717 -4.649 -9.042
131 C -2.993 -3.411 -6.144
132 F 1.960 -2.927 9.351
133 H -3.589 -5.530 -6.626
134 H -4.069 -2.059 -1.199
135 C 4.519 0.098 -2.634
136 C -1.029 2.676 -9.852
137 C 1.496 -0.655 9.741
138 H -0.657 -3.446 5.320
139 H 1.634 8.505 1.198
140 O -5.964 -3.016 -4.851
141 H -0.032 -0.662 -8.036
142 H 2.023 5.801 -7.782
143 H 3.665 8.219 -0.211
144 C 2.742 5.348 -5.798
145 H 2.327 -7.438 -7.715
146 H -0.604 2.431 16.559
147 C -2.474 -2.156 11.485
148 H -1.086 -0.941 -2.729
149 C -3.372 -10.043 -1.811
150 H -4.032 -5.079 -3.298
151 H 1.567 0.895 4.511
152 C -0.174 -2.494 5.149
153 H -2.453 -1.269 12.104
154 C -0.831 5.005 4.131
155 C -3.539 -3.030 11.573
156 H -0.698 -3.796 9.114
157 C 0.509 -1.866 6.180
158 H 2.101 4.484 -5.672
159 F -0.043 0.745 -2.075
160 C 1.592 6.062 -1.792
161 C 1.081 -0.052 4.707
162 F 0.337 -0.101 2.471
163 F -0.780 0.859 11.619
164 C -3.063 -2.470 -1.298
165 C -4.144 -8.511 -3.500
166 C -1.447 -2.440 10.597
167 F 1.558 1.972 -7.430
168 H -1.282 3.601 5.708
169 C -1.315 -1.339 0.326
170 C 2.767 7.660 -0.434
171 F 3.394 -2.412 -8.387
172 C -1.476 2.111 -3.353
173 C 1.595 3.406 -9.295
174 H -0.436 5.653 -1.208
175 C -5.544 -4.037 -4.428
176 C -2.871 -4.943 -6.067
177 H 0.574 -0.757 9.185

largest force on an atom	0.038	Eh/bohr
total charge	+1
HOMO level	-10.1906	eV
E_LUMO	-3.00	eV
orbital gap	7.189	eV